{"formula": "C60H104F4O18", "method": "wB97M-V/def2-TZVPD", "elements": ["F", "F", "F", "F", "O", "O", "O", "O", "O", "O", "O", "O", "O", "O", "O", "O", "O", "O", "O", "O", "O", "O", "C", "C", "C", "C", "C", "C", "C", "C", "C", "C", "C", "C", "C", "C", "C", "C", "C", "C", "C", "C", "C", "C", "C", "C", "C", "C", "C", "C", "C", "C", "C", "C", "C", "C", "C", "C", "C", "C", "C", "C", "C", "C", "C", "C", "C", "C", "C", "C", "C", "C", "C", "C", "C", "C", "C", "C", "C", "C", "C", "C", "H", "H", "H", "H", "H", "H", "H", "H", "H", "H", "H", "H", "H", "H", "H", "H", "H", "H", "H", "H", "H", "H", "H", "H", "H", "H", "H", "H", "H", "H", "H", "H", "H", "H", "H", "H", "H", "H", "H", "H", "H", "H", "H", "H", "H", "H", "H", "H", "H", "H", "H", "H", "H", "H", "H", "H", "H", "H", "H", "H", "H", "H", "H", "H", "H", "H", "H", "H", "H", "H", "H", "H", "H", "H", "H", "H", "H", "H", "H", "H", "H", "H", "H", "H", "H", "H", "H", "H", "H", "H", "H", "H", "H", "H", "H", "H", "H", "H", "H", "H", "H", "H", "H", "H"], "coordinates": [[4.2978, 3.4925, 5.9772], [-4.5078, 3.2103, -1.8046], [2.9416, 0.6030, 3.8622], [-1.0969, -5.9454, -0.4941], [-7.0282, -0.7598, -2.0429], [-0.4065, 2.3355, -4.5150], [-1.2739, -0.6710, -1.5492], [-2.7694, -3.2196, 1.0592], [-1.9120, 4.7792, 1.9480], [2.3607, 3.9278, -2.8857], [-3.4999, 2.1591, 1.6390], [-5.8274, 0.4511, -4.2800], [-1.0913, 1.6045, -6.9412], [7.9033, -5.4957, 2.6795], [-0.1172, 5.2816, -0.3743], [5.5057, -4.2160, 1.3334], [-4.5840, -4.3354, -1.7756], [-6.2986, -1.5761, 0.6865], [3.7430, 0.6523, -0.0386], [4.2330, -4.8345, -1.2567], [-1.0156, -0.6065, 2.9179], [0.9307, 0.8508, -0.4763], [5.8268, 3.1680, 4.2650], [1.9447, -4.5594, 1.0603], [-4.5819, 7.2127, -0.8749], [5.0497, 3.4407, 2.0298], [5.7818, -4.5113, 2.7060], [-1.2639, 0.7558, -8.0889], [-0.4197, 1.0940, -0.1931], [-5.6510, -0.5515, -2.0487], [3.5514, 3.7217, 3.8287], [2.9035, 3.4546, -1.6853], [4.5823, 3.5122, 4.6126], [4.9523, -0.2894, 2.9701], [0.9907, -4.8660, 0.0363], [-7.4791, -1.8881, -1.3109], [-0.4634, -5.7255, 1.7490], [0.1406, 3.2656, -3.6711], [-2.1031, 1.4852, -5.9849], [-0.0689, 5.8929, 0.9099], [6.0889, 3.1174, 2.9106], [2.9216, -0.4409, -0.3070], [-1.7248, 2.4858, -4.9439], [0.4809, 6.0436, -1.3515], [0.3594, -5.3467, 2.7494], [7.2269, -4.3481, 3.0776], [-7.6219, -1.7485, 0.2133], [4.7308, 0.0584, 5.2881], [6.8043, -0.7455, 4.5038], [-4.6419, 1.3849, 1.3469], [-3.3960, 5.0966, -0.8112], [-5.5619, 6.6491, -1.6904], [-5.4825, -5.3650, -2.2066], [-3.9930, -4.4362, -0.4858], [-0.5275, 4.9180, 1.9105], [-2.2160, -1.9687, 1.3625], [-3.1742, -3.2519, -0.2852], [-1.3930, -1.9129, 2.6033], [3.7885, 3.7899, 2.4880], [4.2448, 0.1685, 4.0227], [-5.3843, 0.5849, -2.9575], [-0.1847, -5.5164, 0.4060], [-5.5996, 5.2837, -1.9081], [1.6897, 2.9568, -3.7026], [-5.4460, -0.6994, -4.9917], [6.0393, -0.2829, 5.5423], [9.2929, -5.4838, 2.8283], [5.6664, -4.8224, -1.0455], [1.5971, -0.1081, 0.3087], [1.6024, -4.7139, 2.4121], [5.9244, -5.2429, 0.3615], [-3.5219, 6.4214, -0.4302], [-2.4574, 3.9207, 2.9350], [-1.3202, -1.1496, -2.8343], [-0.3241, -0.6083, 4.1097], [-3.7217, 3.2610, 2.4645], [3.8127, -3.9483, -2.2181], [6.2332, -0.7989, 3.2253], [4.9810, 0.6765, -0.7230], [-1.2320, 0.7281, -1.4225], [-6.2631, -1.6002, 2.0748], [-4.5032, 4.5128, -1.4336], [6.5728, 2.9626, 5.0389], [-0.6789, -0.5678, -3.5098], [1.8527, 0.2375, 1.3071], [-2.2388, -3.2602, -0.9602], [0.9950, 6.2015, 1.1189], [-5.4056, 1.5448, 2.1235], [0.3652, 5.5790, -2.3312], [-6.2734, -5.6101, -1.4909], [9.7803, -4.6830, 2.2626], [-5.8948, -5.0314, -3.1171], [-4.3343, 4.0242, 1.8974], [-0.0908, 3.9308, 1.6930], [6.9779, -5.5363, 0.5378], [-0.0085, 4.2546, -4.0829], [7.0861, 2.9588, 2.4779], [-0.6623, 1.1004, -8.9027], [1.5185, 6.2617, -1.0959], [-2.0757, 0.4441, -5.5738], [3.2478, -1.3773, 0.2179], [-6.0426, -0.6113, -5.9076], [-0.8667, -0.9553, 4.9817], [-1.9248, -2.3407, 3.4150], [2.3598, -4.4932, 3.1405], [2.8761, -4.1413, 0.7261], [2.3335, 2.6908, -1.1607], [-2.6431, 4.5111, 3.8000], [-3.0884, 1.6181, -6.4048], [-4.6412, 8.1835, -0.4204], [-4.4300, 0.3172, 1.2636], [-0.5094, 2.1859, 0.0145], [2.7414, -3.6309, -2.1124], [5.4464, 1.6393, -0.4852], [9.6961, -6.3941, 2.3748], [-2.7383, 6.8646, 0.1825], [0.0490, 7.0299, -1.4808], [3.9058, 2.9583, -1.8408], [-2.5090, 4.5343, -0.6008], [3.0705, 4.3280, -0.9255], [-4.3721, 2.8927, 3.2617], [-6.8666, -2.7259, -1.3964], [0.8237, -0.9251, 0.3397], [-4.2485, 0.7816, -2.8231], [3.0292, 4.1284, 1.7458], [1.3962, -4.8953, -0.9693], [-5.2342, -1.4035, 2.2672], [-6.5666, -2.5899, 2.5087], [7.6187, -3.4796, 2.5426], [-3.7519, -2.3424, -0.4637], [5.4708, -5.5236, 2.9641], [-5.0632, 1.6970, 0.4044], [-5.8347, -1.5568, -4.4771], [-0.5251, -2.4711, 2.4557], [3.9060, -4.3777, -3.2207], [-2.3436, -1.2373, -3.3191], [-3.0859, -1.3501, 1.4611], [6.4032, -0.1167, 6.5775], [-8.2257, -0.8789, 0.5231], [5.1372, -3.7746, 3.2138], [-5.8571, 1.5038, -2.6567], [-0.9515, -2.1589, -2.7777], [0.1066, -5.4672, 3.7663], [4.2877, -2.9478, -2.2605], [-4.8672, -6.2487, -2.2509], [4.1524, 0.5168, 6.0839], [-8.2175, -2.6028, 0.5592], [6.2608, -5.3819, -1.7602], [-5.1848, -1.4350, -2.4828], [5.4076, -6.2234, 0.5601], [5.2679, 3.4452, 0.9401], [-0.7271, 1.1520, -2.3786], [7.8750, -0.9349, 4.6796], [-1.9292, 3.5198, -5.2106], [6.7688, -1.1642, 2.3155], [-1.5958, -1.6226, 0.5258], [-0.1484, 3.3134, -2.6032], [-3.3069, -5.2913, -0.5129], [-1.4062, -6.3077, 1.8755], [-0.7028, 0.4815, 0.6575], [-8.4630, -2.1618, -1.7611], [0.5300, -1.3695, 4.1868], [-6.3928, 4.7929, -2.4581], [6.0962, -3.8546, -1.1050], [-6.7845, -0.7812, 2.5508], [-2.2094, 1.2249, -1.4868], [-6.3721, 7.2554, -2.1318], [-2.3748, 2.3536, -4.0524], [2.5664, 3.8614, 4.2857], [2.1810, 3.0047, -4.6986], [-4.7042, -4.5515, 0.2880], [-0.8625, -0.2173, -7.7431], [2.8194, -0.6289, -1.4182], [4.8909, 0.4862, -1.7772], [-0.2703, 5.2827, 2.9024], [4.5578, -0.1361, 1.9982], [7.2480, -4.2717, 4.1789], [1.9154, 2.0033, -3.2288], [-5.2285, -0.4634, -1.0365], [-4.3916, -0.7834, -5.2103], [-0.6851, 6.8598, 0.9005], [9.6019, -5.4103, 3.8498], [-1.7268, 3.1030, 3.2026], [5.5847, -0.1321, -0.3649], [-2.2378, 0.5835, -8.3956], [0.0200, 0.4074, 4.3142]], "energy_ev": -111617.92052, "mol_weight_g_mol": 1189.47, "lumo_ev": 0.55, "smiles": "COCCOCCOC.COCCOCCOC.COCCOCCOC.COCCOCCOC.COCCOCCOC.COCCOCCOC.Fc1ccccc1.Fc1ccccc1.Fc1ccccc1.Fc1ccccc1", "orbital_gap_ev": 9.367, "total_charge": 0}